1.
Entry from the Open Molecules 2025 dataset: a structure of composition C6H10O3 in a non-equilibrium geometry (wB97M-V/def2-TZVPD).

```
19
C6H10O3 | the Open Molecules 2025 dataset | wB97M-V/def2-TZVPD
C 0.545 1.172 1.114
C -0.414 0.407 0.338
C 0.615 0.175 -0.673
C -1.595 1.259 -0.214
C -1.101 -0.834 1.016
C 1.564 -0.867 -0.458
O 1.479 1.874 1.398
O 0.686 0.979 -1.739
O 2.860 -0.380 0.107
H -1.165 2.205 -0.726
H -2.115 1.671 0.557
H -2.107 0.694 -0.895
H -1.671 -0.413 1.886
H -0.388 -1.602 1.320
H -1.884 -1.245 0.377
H 1.918 -1.348 -1.369
H 1.182 -1.712 0.239
H 1.561 1.137 -1.927
H 2.701 0.555 0.087
```

Computed properties:
* gap between HOMO and LUMO (spin up / spin down): 7.24 / 7.24 eV
* ΔE to the lowest compared entry with this formula, charge and spin: 4.870 eV
* total charge: 0
* multiplicity: 1

---

2.
Entry from the Open Molecules 2025 dataset: a cluster of 5 separate species, C12H28N4O9S in total in a non-equilibrium geometry (wB97M-V/def2-TZVPD).

```
54
C12H28N4O9S | the Open Molecules 2025 dataset | wB97M-V/def2-TZVPD
C -3.091 -1.205 0.740
N -4.041 -0.207 0.186
O -4.335 0.777 0.834
O -4.599 -0.527 -0.857
H -3.689 -2.089 0.924
H -2.636 -0.769 1.624
H -2.315 -1.364 -0.005
O -0.251 4.607 2.165
S -0.523 3.402 1.426
O -1.578 2.525 1.844
O -0.534 3.615 -0.154
C 0.051 2.490 -0.792
C 1.191 2.046 0.146
O 0.824 2.466 1.428
H -0.735 1.727 -0.823
H 0.377 2.689 -1.808
H 2.102 2.498 -0.258
H 1.274 0.960 0.104
C 2.578 0.923 3.969
N 1.745 2.082 4.143
C 2.465 3.343 3.927
C 0.572 2.073 4.792
O -0.046 1.057 5.058
H 3.446 0.800 4.613
H 2.824 0.879 2.899
H 1.980 0.008 4.035
H 3.091 3.298 3.040
H 1.707 4.120 3.836
H 3.093 3.557 4.797
H 0.194 3.022 5.193
C -3.164 -1.775 -4.357
N -2.361 -2.979 -4.170
C -1.078 -2.828 -3.520
C -2.766 -4.174 -4.671
O -2.171 -5.219 -4.486
H -2.693 -1.018 -4.985
H -3.394 -1.404 -3.357
H -4.100 -2.030 -4.852
H -1.236 -2.099 -2.725
H -0.697 -3.779 -3.159
H -0.313 -2.468 -4.218
H -3.716 -4.071 -5.222
C 3.445 -0.846 -0.150
N 2.153 -1.407 -0.504
C 1.610 -1.070 -1.799
C 1.361 -2.049 0.387
O 0.234 -2.422 0.155
H 4.173 -1.306 -0.819
H 3.700 -1.011 0.895
H 3.445 0.241 -0.272
H 0.927 -1.814 -2.186
H 1.207 -0.052 -1.894
H 2.469 -0.943 -2.470
H 1.828 -2.277 1.355
```

Computed properties:
* gap between HOMO and LUMO: 9.34 eV
* ΔE to the lowest compared entry with this formula, charge and spin: 0.627 eV
* total charge: 0
* SMILES: C[N+](=O)[O-].O=S1(=O)OCCO1.CN(C)C=O.CN(C)C=O.CN(C)C=O
* multiplicity: 1

---

3.
Entry from the Open Molecules 2025 dataset: the molecule H8NO2PSi2 in a non-equilibrium geometry (wB97M-V/def2-TZVPD).

```
14
H8NO2PSi2 | the Open Molecules 2025 dataset | wB97M-V/def2-TZVPD
N -1.591 -0.620 0.860
P -1.454 0.472 -0.286
Si 0.585 1.449 -0.387
O 1.657 0.319 -0.861
Si 1.602 -1.051 0.078
O 0.325 -1.919 -0.403
H -2.306 -0.392 1.532
H -2.344 1.554 -0.205
H -1.697 -0.069 -1.555
H 0.857 1.999 0.951
H 0.530 2.536 -1.385
H 1.356 -0.605 1.462
H 2.861 -1.786 -0.086
H -0.381 -1.888 0.285
```

Computed properties:
* gap between HOMO and LUMO: 9.65 eV
* ΔE to the lowest compared entry with this formula, charge and spin: 0.435 eV
* total charge: 0
* multiplicity: 1

---

4.
Entry from the Open Molecules 2025 dataset: a structure of composition C7H10O in a non-equilibrium geometry (wB97M-V/def2-TZVPD).

```
18
C7H10O | the Open Molecules 2025 dataset | wB97M-V/def2-TZVPD
C 0.254 -1.494 -1.740
C 0.082 -0.502 -0.560
C -0.958 0.499 -0.530
C -0.360 1.659 0.309
C 0.972 0.970 0.801
C 0.637 -0.258 1.742
C -0.194 -1.156 0.964
H 1.525 -1.610 -1.667
H -0.336 -2.491 -1.619
H 0.207 -1.331 -2.951
H -1.379 0.953 -1.540
H -1.818 -0.059 0.249
H -0.733 1.761 1.448
H -0.035 2.612 -0.171
H 1.742 1.739 1.270
H 0.532 0.038 2.906
H -1.396 -1.672 1.491
O 1.258 0.342 -0.403
```

Computed properties:
* gap between HOMO and LUMO: 9.76 eV
* ΔE to the lowest compared entry with this formula, charge and spin: 6.883 eV
* total charge: 0
* multiplicity: 1

---

Number 1: energy -460.171438 Eh. Number 2: energy -1768.254304 Eh. Number 3: energy -1130.439203 Eh. Number 4: energy -347.710228 Eh.